1.
99
Properties=species:S:1:pos:R:3:mulliken_charge:R:1 method="wB97M-V/def2-TZVPD" e_above_lowest_kcal_mol=0.0 multiplicity=1 total_charge=0 homo_ev=-6.19
Cu 0.2725 0.1960 -0.8864 -0.55
Cl -2.9649 0.1262 -5.8700 -0.20
Cl -0.7111 -0.8346 -4.2434 -0.13
P 1.2902 2.3642 -1.4723 0.75
P -1.6943 -2.0196 1.2654 0.16
O 1.8823 -1.0811 -0.9532 -0.41
N 2.7206 -3.1961 -0.8109 0.12
N -0.2511 2.3593 0.8550 1.16
N -1.6467 0.7441 1.6721 0.73
N 2.3785 -1.9013 1.1098 0.50
C -3.2070 -1.1425 -0.9236 -1.94
C 0.7091 3.1685 0.1221 -2.02
C -0.7057 2.7740 2.1058 0.31
C -2.8492 -2.4357 -0.1776 1.93
C -1.5802 1.7865 2.6003 0.74
C -3.4922 -3.1702 3.3095 -1.85
C 2.5676 -3.0511 1.9820 -1.16
C 3.1114 2.8034 -1.5157 2.03
C -1.1687 3.1305 -2.3140 -1.53
C 0.5180 4.9064 -2.7336 -1.79
C 4.1217 -3.5788 -0.6458 -1.09
C -1.6853 -4.5969 2.2867 -1.84
C 0.5157 2.8271 -4.1199 -1.81
C -2.4201 -0.4534 1.9703 -1.14
C 2.2544 -3.3903 -2.1794 -0.69
C -1.0962 -2.7477 3.8222 -1.86
C -2.0761 -3.1765 2.7121 2.02
C 2.1040 -0.6383 1.7873 -0.57
C -1.9060 3.0936 4.5785 -0.81
C -2.1865 0.1409 -4.2820 1.06
C 2.3097 -1.9956 -0.2334 -0.02
C -2.1903 1.9439 3.8331 -0.99
C 0.2972 3.3899 -2.7082 2.39
C -4.1516 -3.1553 0.1537 -2.02
C -1.0379 4.0620 4.0938 -0.92
C -2.0087 -3.3062 -1.1327 -1.59
C 3.7030 2.1095 -2.7554 -1.65
C 3.4729 4.2863 -1.5194 -1.76
C -0.4277 3.9126 2.8436 -0.61
C 3.7532 2.1259 -0.2969 -1.61
B -0.8178 1.0421 0.5131 1.09
H -2.8799 1.2015 4.2170 0.51
H -0.1953 3.2921 -4.8128 0.47
H -3.6247 -1.4138 -1.9023 0.65
H 0.3652 1.7435 -4.1497 0.21
H -1.3660 2.0707 -2.1444 -0.38
H -2.3758 3.2298 5.5446 0.38
H -3.4621 -0.3311 1.6662 0.24
H 3.2810 2.4850 -3.6871 0.32
H -1.9207 1.1596 -4.0455 -0.43
H -0.6317 -4.6386 1.9923 0.23
H -2.8760 -0.2652 -3.5573 -0.27
H 4.7588 -3.0422 -1.3591 0.36
H -2.3344 -0.5040 -1.0727 -0.30
H 4.8416 2.1602 -0.4129 0.62
H 1.1999 -3.1390 -2.2537 0.03
H 2.3874 -4.4416 -2.4362 0.33
H 3.5864 -3.1008 2.3769 0.30
H 2.8083 -2.7748 -2.8956 0.30
H 1.2470 -0.7560 2.4504 0.17
H -1.8197 3.5015 -3.1148 0.70
H -0.1155 -2.4922 3.4127 0.03
H -0.8352 4.9464 4.6855 0.38
H 0.6508 5.3427 -1.7422 0.27
H 1.5784 3.3744 0.7510 0.61
H 1.3774 5.1836 -3.3428 0.34
H 2.3399 -3.9716 1.4517 0.39
H -1.4439 3.6499 -1.3925 0.34
H 1.8885 -2.9586 2.8288 0.33
H 1.8564 0.1345 1.0670 -0.40
H -1.1343 -2.7507 -1.4854 -0.05
H 1.5172 3.0407 -4.4960 0.34
H -1.6511 -4.2215 -0.6516 0.33
H -4.7066 -3.3238 -0.7768 0.53
H 3.2177 4.7679 -2.4615 0.34
H -1.4591 -1.8843 4.3849 0.36
H 3.4563 1.0750 -0.2273 0.09
H 0.2717 4.1429 -0.1109 0.86
H -0.3614 5.3821 -3.1812 0.48
H 2.9703 -0.3275 2.3765 0.43
H -1.8321 -5.2894 3.1241 0.51
H -2.6075 -3.5947 -2.0050 0.51
H 4.7843 2.2809 -2.7883 0.48
H -2.4324 -0.5926 3.0492 0.28
H 4.2318 -4.6484 -0.8262 0.35
H 0.2407 4.6765 2.4633 0.46
H 4.5552 4.3891 -1.3816 0.51
H -3.9222 -2.1655 3.3530 0.22
H 2.9829 4.8324 -0.7087 0.24
H -2.2810 -4.9614 1.4481 0.34
H 3.5097 2.6188 0.6456 0.32
H -3.4560 -3.5528 4.3363 0.54
H -0.9653 -3.5702 4.5331 0.59
H -4.7870 -2.5622 0.8147 0.33
H -4.1804 -3.8047 2.7541 0.37
H -3.9697 -0.5629 -0.3976 0.19
H 3.5245 1.0313 -2.7177 0.18
H 4.4802 -3.3628 0.3556 0.33
H -3.9893 -4.1300 0.6124 0.34



2.
99
Properties=species:S:1:pos:R:3:mulliken_charge:R:1 method="wB97M-V/def2-TZVPD" multiplicity=1 total_charge=-1 homo_ev=-3.97
P 2.8622 3.6439 1.9184 -0.18
P 3.7927 5.5738 2.1224 0.99
P 3.1318 2.8276 -0.2122 -0.10
F 4.1046 -1.5820 1.2762 -0.35
O 2.6524 6.6883 2.5855 -0.52
O 4.9593 5.4586 3.2829 -0.54
O 2.1483 1.4007 0.0481 -0.25
O 2.5445 2.9256 -3.0556 -0.78
O 4.4487 6.1295 0.9085 -0.69
O 1.7090 3.7537 -0.6687 -0.78
C -2.6237 3.4470 -5.3094 -0.65
C -5.1809 -4.5278 1.6107 -1.03
C 0.3762 0.2931 -2.6794 -0.38
C 0.3336 -3.2482 0.9067 0.21
C -2.9881 3.8418 -2.9514 0.63
C 1.6247 -5.3971 1.5189 -0.78
C -3.3127 3.3111 -1.5459 -1.36
C -2.9680 2.9522 -4.0236 -0.18
C 0.6575 -6.3552 0.8240 -0.36
C 5.5806 2.0014 -3.5501 -1.26
C -2.0062 2.8735 -0.7711 -0.13
C -6.2305 -3.6361 2.2767 -0.75
C 0.5093 3.1219 -0.3820 0.41
C -2.7181 5.2272 -3.0846 -0.21
C 4.4620 1.2879 -2.6692 0.14
C 0.3640 0.7414 -1.5527 -0.98
C -5.9518 -3.2836 3.7374 -0.36
C -0.6972 3.5358 -1.2701 -0.67
C 0.7999 1.5569 -0.3325 0.68
C 4.5877 -0.4960 0.5087 0.01
C 4.5499 0.7869 1.3442 -0.56
C 1.0067 -4.0822 1.9957 -1.00
C 4.7485 2.0947 0.4905 -0.88
C 1.2944 -2.7843 -0.1814 -1.14
C -0.4760 -6.8312 1.7269 -1.01
C -3.6077 -2.6650 0.8563 -1.07
C -3.7562 -3.9751 1.6217 0.17
C -2.3236 4.8009 -5.4220 -0.33
C -5.9196 -4.4992 4.6577 -1.19
C -2.3763 5.7119 -4.3510 -0.70
B 3.4013 2.3297 -2.0776 0.56
H -0.8167 4.6325 -1.1368 0.38
H -1.1079 -6.0024 2.0515 0.07
H 1.7921 -3.4826 2.4662 0.39
H -2.1368 6.7772 -4.4423 0.36
H 1.2219 -7.2299 0.4860 0.39
H -5.0123 -2.7314 3.8247 0.26
H -5.4856 -4.7029 0.5734 0.40
H 5.4388 0.7499 2.0199 0.47
H -5.1808 -5.5112 2.0919 0.37
H 3.8933 -0.4028 -0.3496 -0.03
H 5.4388 1.7885 -4.6253 0.30
H 0.4385 -0.1050 -3.6807 0.45
H 0.2337 1.0857 0.5014 0.27
H -1.1128 -7.5413 1.1940 0.36
H -3.9136 -2.7852 -0.1856 0.30
H 0.7687 -2.1609 -0.9075 0.21
H 5.1071 2.8375 1.2368 0.30
H -3.4066 -3.8413 2.6498 0.27
H -7.2022 -4.1380 2.2123 0.40
H 0.2417 -5.8926 -0.0754 0.24
H -2.5616 2.7803 -6.1784 0.37
H 2.0675 -5.9051 2.3828 0.44
H -5.1144 -5.1860 4.3909 0.28
H 2.1057 -2.1920 0.2428 0.13
H 5.5109 6.2548 3.2387 0.31
H 3.6824 0.8594 2.0209 0.12
H -1.9056 1.7712 -0.8261 0.13
H -4.2041 -1.8662 1.3013 0.36
H -0.1127 -2.3656 1.3752 0.34
H -0.4266 3.3022 -2.3147 0.27
H 5.0084 0.6918 -1.9200 -0.15
H -6.8653 -5.0451 4.6161 0.29
H -6.3354 -2.7083 1.7063 0.30
H -5.7567 -4.1874 5.6913 0.37
H 5.5681 2.0007 -0.2470 0.64
H 3.8847 4.0240 -0.5839 0.26
H 3.0113 3.6387 -3.5100 0.25
H 2.7621 7.4258 1.9649 0.32
H 1.7290 -3.6273 -0.7243 0.39
H -0.4938 -3.8060 0.4543 0.12
H -2.5658 -2.3413 0.8653 0.12
H -3.8932 4.0319 -0.9403 0.41
H 3.9723 0.5616 -3.3543 0.30
H 2.4554 -5.1838 0.8401 0.30
H -3.0946 -4.7195 1.1685 0.13
H -2.0239 5.2055 -6.4002 0.32
H -6.7383 -2.6069 4.0843 0.37
H 1.4833 3.9078 2.1924 -0.08
H 6.5867 1.6011 -3.3020 0.33
H 0.2751 -4.2887 2.7847 0.34
H -2.7626 5.8331 -2.1718 0.38
H 5.6378 3.0906 -3.3696 0.27
H -3.2117 1.8919 -3.8705 0.34
H -0.0831 -7.3324 2.6149 0.33
H -3.9439 2.3998 -1.6052 0.38
H 0.0894 3.2771 0.6490 -0.20
H 5.5950 -0.7120 0.0972 0.31
H -2.1101 3.1392 0.3037 0.29